1.
DFT (ωB97M-V/def2-TZVPD) results for an isolated molecule of C3H5N3.

Each line ends with the natural charge from an NBO analysis.
Atoms and positions in Å:
H1 1.9740 -0.8306 -0.3817  0.20
N1 0.2681 -2.0596 -0.6881  -0.28
C1 0.2554 1.3811 0.2752  -0.40
H2 -0.6317 1.8432 0.7132  0.22
C2 0.9029 -0.9789 -0.3286  0.14
N2 -1.0654 -1.8559 -0.4273  -0.28
H3 -2.0920 -0.1926 0.4172  0.20
C3 -1.1770 -0.6602 0.0773  0.14
N3 0.0384 -0.0489 0.1727  -0.37
H4 0.4050 1.7906 -0.7276  0.21
H5 1.1224 1.6118 0.8977  0.22

## Properties
2S+1 ... 1
Net charge ... 0
DFT total energy ... -7661.5880 eV
Orbital gap ... 10.59 eV
Lowest unoccupied orbital energy ... 0.0251 Eh
SMILES ... Cn1cnnc1

2.
DFT (ωB97M-V/def2-TZVPD) results for an isolated molecule of C3H5N3 in a non-equilibrium geometry.

Each line ends with the natural charge from an NBO analysis.
Atoms and positions in Å:
N1 2.1317 -0.1181 -0.0787  -0.94
C1 -0.1987 1.0666 -0.3714  -0.27
H1 1.1334 -1.4838 0.4977  0.49
C2 0.8450 0.1749 -0.0915  0.34
N2 -1.3860 0.3652 -0.1197  -0.47
H2 -1.8832 -1.5892 0.5791  0.22
N3 0.2029 -0.9832 0.3520  -0.57
H3 -0.2110 2.0623 -0.7779  0.22
H4 -2.3123 0.7531 -0.2187  0.42
C3 -1.1251 -0.8705 0.3089  0.20
H5 2.8033 0.6228 -0.0798  0.35

## Properties
2S+1 ... 1
Net charge ... 0
DFT total energy ... -7660.1216 eV
Orbital gap ... 7.41 eV
Lowest unoccupied orbital energy ... 0.0256 Eh

3.
DFT (ωB97M-V/def2-TZVPD) results for a structure of composition C3H5N3 in a non-equilibrium geometry.

Each line ends with the natural charge from an NBO analysis.
Atoms and positions in Å:
C1 -1.5572 -0.3894 0.0735  -0.41
H1 2.1162 1.0611 0.2928  0.44
N1 -0.4696 -0.2740 -0.9088  -0.61
C2 0.4484 0.6505 -0.7984  0.60
C3 1.4807 -0.5198 1.4976  0.11
H2 -0.1484 -1.1336 -1.3313  0.43
N2 1.2826 1.4673 -0.7246  -0.47
H3 -1.1398 -0.7101 1.0299  0.24
H4 -2.0502 0.5791 0.1678  0.22
N3 2.3152 0.2933 1.2661  -0.76
H5 -2.2726 -1.1185 -0.3134  0.22

## Properties
2S+1 ... 1
Net charge ... 0
DFT total energy ... -7659.4757 eV
Orbital gap ... 10.95 eV
Lowest unoccupied orbital energy ... 0.0184 Eh

4.
DFT (ωB97M-V/def2-TZVPD) results for a structure of composition C3H5N3 in a non-equilibrium geometry.

Each line ends with the natural charge from an NBO analysis.
Atoms and positions in Å:
C1 -1.1141 0.1739 -1.1455  -0.12
N1 0.2438 0.2832 -1.4773  -0.33
N2 0.5589 -0.5322 1.8585  -0.81
H1 0.6436 0.6981 -2.3182  0.41
H2 1.3931 -1.1056 1.7801  0.39
H3 0.4933 1.1209 0.4272  0.36
H4 -1.8288 0.2540 -1.9652  0.21
H5 -0.1758 -0.9686 2.4063  0.40
C2 -1.3183 -0.0590 0.2058  -0.35
C3 0.0580 -0.0681 0.6453  0.10
N3 1.0462 0.2034 -0.4170  -0.26

## Properties
2S+1 ... 1
Net charge ... 0
DFT total energy ... -7657.5788 eV
Orbital gap ... 8.87 eV
Lowest unoccupied orbital energy ... 0.0269 Eh

5.
DFT (ωB97M-V/def2-TZVPD) results for an isolated molecule of C3H5N3.

Each line ends with the natural charge from an NBO analysis.
Atoms and positions in Å:
N1 1.6663 0.2622 -0.8259  -0.81
C1 0.4238 0.0175 -0.2073  0.04
N2 -1.6926 0.0457 0.3452  -0.32
N3 -1.1879 -0.9500 1.0709  -0.25
H1 2.4021 -0.2989 -0.4172  0.37
H2 0.7583 -1.7020 1.2067  0.20
H3 -1.0328 1.4717 -1.1099  0.22
C2 -0.7735 0.6567 -0.4491  -0.12
C3 0.1001 -0.9724 0.7500  -0.11
H4 1.9392 1.2355 -0.7715  0.37
H5 -2.6739 0.2567 0.4215  0.40

## Properties
2S+1 ... 1
Net charge ... 0
DFT total energy ... -7661.7474 eV
Orbital gap ... 9.31 eV
Lowest unoccupied orbital energy ... 0.0398 Eh
SMILES ... Nc1cn[nH]c1

6.
DFT (ωB97M-V/def2-TZVPD) results for a cluster of 2 separate species, C3H5N3 in total in a non-equilibrium geometry.

Each line ends with the natural charge from an NBO analysis.
Atoms and positions in Å:
C1 -1.8458 -0.2508 -0.0042  -0.43
C2 1.5735 1.2039 0.8466  -0.25
H1 -1.4897 -0.8812 0.8197  0.20
H2 0.7913 1.8905 1.0894  0.24
N1 -0.7685 0.1418 -0.9171  -0.34
H3 -2.2568 0.6690 0.4131  0.21
H4 3.2304 -0.2497 0.2937  0.24
C3 2.4548 0.4358 0.5606  -0.25
N2 0.0616 -0.7356 -1.1465  0.25
H5 -2.6488 -0.7717 -0.5394  0.20
N3 0.8979 -1.4519 -1.4159  -0.07

## Properties
2S+1 ... 1
Net charge ... 0
DFT total energy ... -7658.0245 eV
Orbital gap ... 10.48 eV
Lowest unoccupied orbital energy ... 0.0353 Eh

7.
DFT (ωB97M-V/def2-TZVPD) results for a structure of composition C3H5N3 in a non-equilibrium geometry.

Each line ends with the natural charge from an NBO analysis.
Atoms and positions in Å:
H1 2.4098 1.1195 -0.0275  0.25
N1 -0.7008 0.0623 -0.0823  -0.04
H2 1.8299 -1.8398 0.1384  0.21
C1 0.3286 0.8870 -0.0349  0.00
C2 1.5993 0.4412 0.1510  -0.36
N2 -2.0567 0.0825 0.1317  -0.64
H3 0.1603 1.9367 -0.3179  0.19
H4 -2.3459 -0.5868 0.9937  0.40
N3 -0.1315 -1.1045 -0.1649  -0.31
H5 -2.3734 -0.1240 -0.8157  0.38
C3 1.2804 -0.8741 0.0284  -0.08

## Properties
2S+1 ... 1
Net charge ... 0
DFT total energy ... -7658.6558 eV
Orbital gap ... 9.79 eV
Lowest unoccupied orbital energy ... 0.0383 Eh

8.
DFT (ωB97M-V/def2-TZVPD) results for a cluster of 2 separate species, C3H5N3 in total in a non-equilibrium geometry.

Each line ends with the natural charge from an NBO analysis.
Atoms and positions in Å:
N1 0.8920 -1.1495 -1.2520  -0.34
N2 -2.6509 0.4374 -1.2524  -0.46
H1 2.7115 1.1116 0.0261  0.26
C1 -1.3914 -0.3089 0.6792  -0.10
H2 1.2222 1.0283 1.0045  0.26
H3 -0.9719 -1.2854 0.8778  0.23
H4 -3.6600 0.3538 -1.1017  0.34
N3 -2.0676 -0.0258 -0.2676  -0.01
C2 1.3903 -0.4433 -0.4836  0.29
H5 2.5262 -0.1571 1.2598  0.25
C3 1.9996 0.4388 0.5099  -0.73

## Properties
2S+1 ... 1
Net charge ... 0
DFT total energy ... -7658.8606 eV
Orbital gap ... 9.96 eV
Lowest unoccupied orbital energy ... 0.0308 Eh

9.
DFT (ωB97M-V/def2-TZVPD) results for an isolated molecule of C3H5N3 in a non-equilibrium geometry.

Each line ends with the natural charge from an NBO analysis.
Atoms and positions in Å:
H1 2.4426 -0.0623 0.5996  0.39
C1 -0.8465 -0.2563 0.6421  -0.40
H2 1.6283 0.3135 2.0209  0.39
C2 -1.3546 0.2553 -0.5329  -0.03
H3 -1.4765 -0.6475 1.4477  0.24
C3 0.5402 -0.3268 0.3272  0.32
H4 -0.7240 0.1342 -2.4697  0.41
N1 0.7708 -0.2356 -1.0260  -0.35
N2 -0.4296 0.1717 -1.5019  -0.35
H5 -2.1915 0.9117 -0.6851  0.21
N3 1.6408 -0.2579 1.1782  -0.82

## Properties
2S+1 ... 1
Net charge ... 0
DFT total energy ... -7660.8945 eV
Orbital gap ... 9.15 eV
Lowest unoccupied orbital energy ... 0.0418 Eh
SMILES ... Nc1cc[nH]n1

10.
DFT (ωB97M-V/def2-TZVPD) results for a structure of composition C3H5N3 in a non-equilibrium geometry.

Each line ends with the natural charge from an NBO analysis.
Atoms and positions in Å:
H1 -3.1542 -0.1636 0.5548  0.28
C1 -1.1853 0.7990 0.0430  -0.08
C2 0.1292 0.3995 -0.0894  -0.03
H2 -1.5160 1.7609 0.3880  0.19
H3 2.0297 1.5355 -0.5150  0.22
N1 0.4327 -0.9827 0.1333  -0.43
H4 2.6349 -1.0038 0.2564  0.39
N2 1.7916 -0.6975 -0.1925  -0.40
N3 -2.5187 -0.6014 -0.0681  -0.47
H5 -0.1541 -1.6886 -0.2820  0.40
C3 1.5101 0.6425 -0.2284  -0.07

## Properties
2S+1 ... 1
Net charge ... 0
DFT total energy ... -7654.3726 eV
Orbital gap (spin up / spin down) ... 6.88 / 8.79 eV
Lowest unoccupied orbital energy (spin up / spin down) ... -0.0105 / -0.0011 Eh

11.
DFT (ωB97M-V/def2-TZVPD) results for a structure of composition C3H5N3 in a non-equilibrium geometry.

Each line ends with the natural charge from an NBO analysis.
Atoms and positions in Å:
H1 0.7233 1.9439 0.3937  0.39
C1 -0.5742 0.5186 -0.3513  -0.13
N1 -2.9461 -0.7411 -0.0161  -0.32
H2 -0.4880 0.9577 -1.3234  0.22
N2 1.4735 -0.9310 0.6385  -0.65
H3 2.3162 -1.5253 0.5598  0.37
H4 0.8365 -1.4137 -1.3019  0.16
N3 -0.1550 1.4121 0.6065  -0.81
C2 0.8124 -0.8462 -0.3721  0.15
H5 -0.0372 0.7761 1.3785  0.38
C3 -1.9613 -0.1514 -0.2123  0.25

## Properties
2S+1 ... 1
Net charge ... 0
DFT total energy ... -7659.6624 eV
Orbital gap ... 9.86 eV
Lowest unoccupied orbital energy ... 0.0282 Eh

12.
DFT (ωB97M-V/def2-TZVPD) results for an isolated molecule of C3H5N3 in a non-equilibrium geometry.

Each line ends with the natural charge from an NBO analysis.
Atoms and positions in Å:
H1 2.4619 -0.4850 -0.7056  0.38
H2 0.6358 -0.0713 1.9189  0.24
H3 1.7025 0.2538 -1.9873  0.39
C1 -1.1290 -0.3404 0.9625  0.00
N1 1.8129 0.2414 -0.9785  -0.81
H4 -1.7827 -0.7153 1.7365  0.21
C2 0.2397 -0.3293 0.9564  -0.43
N2 -1.5526 0.1683 -0.2037  -0.35
N3 -0.5203 0.4936 -1.0238  -0.33
C3 0.5678 0.1523 -0.3530  0.31
H5 -2.4359 0.6319 -0.3223  0.40

## Properties
2S+1 ... 1
Net charge ... 0
DFT total energy ... -7661.3196 eV
Orbital gap ... 9.48 eV
Lowest unoccupied orbital energy ... 0.0412 Eh
SMILES ... Nc1cc[nH]n1

13.
DFT (ωB97M-V/def2-TZVPD) results for an isolated molecule of C3H5N3.

Each line ends with the natural charge from an NBO analysis.
Atoms and positions in Å:
H1 0.5276 -1.9168 -0.1026  0.40
C1 0.8703 1.1100 -0.0760  -0.14
C2 -0.0010 0.0584 -0.0064  0.11
H2 -1.8496 -0.2958 1.0358  0.23
H3 -1.8537 -0.8835 -0.6244  0.22
N1 2.1282 -0.6435 0.0970  -0.06
N2 0.8345 -0.9918 0.1272  -0.34
N3 2.1507 0.6453 0.0017  -0.23
C3 -1.4889 -0.0817 0.0252  -0.65
H4 -1.9665 0.8418 -0.3005  0.24
H5 0.6485 2.1575 -0.1769  0.21

## Properties
2S+1 ... 1
Net charge ... 0
DFT total energy ... -7661.3925 eV
Orbital gap ... 10.37 eV
Lowest unoccupied orbital energy ... 0.0280 Eh
SMILES ... Cc1cnn[nH]1

14.
DFT (ωB97M-V/def2-TZVPD) results for an isolated molecule of C3H5N3.

Each line ends with the natural charge from an NBO analysis.
Atoms and positions in Å:
C1 -0.4364 0.7666 0.7319  -0.11
H1 -0.0415 2.8605 0.4235  0.41
H2 1.0832 -2.0390 -0.1685  0.23
C2 0.0306 -1.7382 -0.1234  -0.64
H3 -0.4427 -2.2539 0.7161  0.22
H4 -0.4346 -2.0754 -1.0557  0.23
N1 0.6372 0.3580 -1.1611  -0.25
C3 0.0064 -0.2363 -0.1013  0.06
N2 0.6205 1.6395 -1.0258  -0.05
H5 -0.9961 0.8146 1.6585  0.23
N3 -0.0266 1.9036 0.1058  -0.34

## Properties
2S+1 ... 1
Net charge ... 0
DFT total energy ... -7661.3952 eV
Orbital gap ... 10.43 eV
Lowest unoccupied orbital energy ... 0.0330 Eh
SMILES ... Cc1c[nH]nn1

15.
DFT (ωB97M-V/def2-TZVPD) results for an isolated molecule of C3H5N3O.

Each line ends with the natural charge from an NBO analysis.
Atoms and positions in Å:
H1 2.0608 -1.3401 1.0452  0.40
C1 -0.6438 1.5674 -0.6113  0.36
H2 -1.8042 -0.0120 1.5548  0.36
N1 -1.4675 -0.4932 0.7275  -0.83
H3 -2.2710 -0.7338 0.1558  0.36
N2 1.6527 -1.2546 0.1203  -0.51
N3 1.9516 0.0720 -0.6595  -0.23
H4 -1.6363 2.0592 -0.5422  0.11
C2 0.7843 -0.1531 -0.1744  0.35
O1 0.2792 2.1216 -1.1988  -0.58
C3 -0.4985 0.2717 0.0125  -0.20
H5 1.5927 -2.1050 -0.4299  0.40

## Properties
2S+1 ... 1
Net charge ... 0
DFT total energy ... -9706.1326 eV
Orbital gap ... 8.53 eV
Lowest unoccupied orbital energy ... 0.0147 Eh
SMILES ... N/C(=C/[O-])C1=N[NH2+]1

16.
DFT (ωB97M-V/def2-TZVPD) results for a structure of composition C3H5N3O in a non-equilibrium geometry.

Each line ends with the natural charge from an NBO analysis.
Atoms and positions in Å:
C1 -0.1933 0.9908 0.2010  -0.23
H1 -2.2513 1.2360 -0.1317  0.38
H2 2.4674 -0.8061 -0.5105  0.39
H3 0.0018 -2.1107 -0.0848  0.40
N1 -0.1950 -1.1728 -0.4320  -0.66
H4 2.4159 0.7917 0.0240  0.39
H5 0.0808 1.9846 0.4769  0.21
C2 0.6014 -0.0782 -0.0035  0.31
N2 1.9793 -0.1187 0.0376  -0.82
O1 -2.0107 -0.8628 0.9739  -0.55
N3 -1.4432 0.7420 -0.4971  -0.63
C3 -1.4531 -0.5958 -0.0539  0.79

## Properties
2S+1 ... 1
Net charge ... 0
DFT total energy ... -9708.0459 eV
Orbital gap ... 8.39 eV
Lowest unoccupied orbital energy ... 0.0328 Eh

17.
DFT (ωB97M-V/def2-TZVPD) results for a cluster of 2 separate species, C3H5N3O in total in a non-equilibrium geometry.

Each line ends with the natural charge from an NBO analysis.
Atoms and positions in Å:
C1 0.1734 0.3813 -1.7912  0.23
O1 0.9906 -0.6364 -2.1977  -0.68
N1 1.2496 1.2418 1.0943  -0.67
H1 -0.4254 0.8709 -2.5531  0.15
N2 -0.2978 0.4005 -0.5578  -0.40
H2 1.2380 -0.4980 -3.1198  0.49
N3 -1.3567 -0.7256 0.6191  -0.41
C2 0.5510 0.5324 0.3816  0.73
C3 -1.4154 -0.8061 1.8621  -0.18
H3 -2.3070 -1.2148 2.3501  0.17
H4 -0.5674 -0.5053 2.4980  0.14
H5 2.1672 0.9592 1.4143  0.41

## Properties
2S+1 ... 1
Net charge ... 0
DFT total energy ... -9703.1274 eV
Orbital gap (spin up / spin down) ... 8.03 / 6.87 eV
Lowest unoccupied orbital energy (spin up / spin down) ... 0.0141 / 0.0154 Eh

18.
DFT (ωB97M-V/def2-TZVPD) results for a cluster of 2 separate species, C3H5N3O in total in a non-equilibrium geometry.

Each line ends with the natural charge from an NBO analysis.
Atoms and positions in Å:
N1 1.4664 -0.8659 -0.2863  -0.36
H1 -0.2572 1.1971 1.4572  0.24
N2 -0.8585 -2.7016 -0.5994  -0.71
H2 0.0588 1.9546 -0.1077  0.21
N3 -1.9765 -0.5257 -0.5417  -0.77
C1 0.5164 1.3757 0.7070  -0.16
H3 2.3398 2.0295 0.7401  0.48
C2 0.9857 0.0885 0.1556  0.28
O1 1.5790 2.0482 1.3355  -0.68
C3 -1.4009 -1.6103 -0.6469  0.66
H4 0.1137 -2.7380 -0.8942  0.42
H5 -2.5666 -0.2522 -1.3192  0.40

## Properties
2S+1 ... 1
Net charge ... 0
DFT total energy ... -9708.4585 eV
Orbital gap ... 11.14 eV
Lowest unoccupied orbital energy ... 0.0225 Eh
SMILES ... N#CCO.N=C=N

19.
DFT (ωB97M-V/def2-TZVPD) results for an isolated molecule of C3H5N3O in a non-equilibrium geometry.

Each line ends with the natural charge from an NBO analysis.
Atoms and positions in Å:
H1 0.4332 -2.6357 0.2331  0.38
C1 -0.0886 -0.6845 0.1843  0.56
H2 -0.3034 -2.0741 1.6131  0.40
C2 -0.0513 1.4951 0.0894  0.42
N1 -0.2159 0.3861 0.9111  -0.62
H3 0.0690 -0.9642 -1.8651  0.41
C3 0.1636 1.0906 -1.1873  -0.24
H4 0.4326 1.5854 -2.1089  0.23
N2 -0.2541 -1.9941 0.6050  -0.81
O1 -0.1127 2.5181 0.9351  -0.69
N3 0.1658 -0.3312 -1.0913  -0.54
H5 -0.2381 1.6083 1.6815  0.51

## Properties
2S+1 ... 1
Net charge ... 0
DFT total energy ... -9708.4811 eV
Orbital gap ... 8.50 eV
Lowest unoccupied orbital energy ... 0.0244 Eh
SMILES ... Nc1nc(O)c[nH]1

20.
DFT (ωB97M-V/def2-TZVPD) results for an isolated molecule of C3H5N3O in a non-equilibrium geometry.

Each line ends with the natural charge from an NBO analysis.
Atoms and positions in Å:
C1 -1.1783 -0.1172 0.0214  0.60
H1 -2.4761 -1.4996 0.1557  0.35
C2 0.4479 1.2195 0.0058  0.24
H2 2.9939 0.2937 -0.0718  0.22
N1 -0.8461 1.2407 0.0076  -0.49
N2 0.9699 -0.0174 -0.2132  -0.12
H3 2.3949 -0.7198 1.1755  0.20
H4 2.5758 -1.3881 -0.5000  0.23
N3 -2.3743 -0.5011 0.0615  -0.70
C3 2.3201 -0.4868 0.1155  -0.41
O1 -0.0391 -0.9462 -0.0867  -0.33
H5 1.0402 2.1349 0.0861  0.21

## Properties
2S+1 ... 1
Net charge ... 0
DFT total energy ... -9707.6493 eV
Orbital gap ... 9.23 eV
Lowest unoccupied orbital energy ... 0.0212 Eh
SMILES ... [H]/N=c1/ncn(C)o1

Across the entries above, energy relative to the best compared isomer or geometry (same formula, charge and spin) takes the values 83.71; 225.19; 287.52; 470.53; 68.33; 427.53; 366.62; 346.85; 150.61; 779.88; 269.50; 109.60; 102.57; 102.30; 429.48; 244.87; 719.43; 205.06; 202.88; 283.14 kJ/mol, respectively.